Formula: C5H8N2O
Source: the OMol25 dataset
Level of theory: ωB97M-V with the def2-TZVPD basis set

Results
LUMO in eV: 0.663
HOMO in eV: -8.98
Energy relative to the best compared isomer or geometry (same formula, charge and spin) in kcal per mole: 60.1
SMILES string: C[C@H]1[C@H]2NC(=O)N[C@@H]12
Kohn-Sham gap in eV: 9.65
Energy in eV: -10340.12078

Cartesian coordinates (Å):
C (1.23, 1.25, -0.54)
C (1.29, -0.16, 0.01)
C (0.29, -0.47, 1.10)
N (-1.12, 0.27, 1.09)
C (-1.76, 0.07, -0.03)
O (-2.98, 0.51, -0.16)
N (-1.13, -0.95, -0.69)
C (0.16, -1.24, -0.14)
H (1.70, 1.39, -1.53)
H (1.50, 1.97, 0.26)
H (0.24, 1.52, -0.80)
H (2.29, -0.77, -0.02)
H (0.60, -1.07, 2.10)
H (-1.15, 1.24, 1.48)
H (-1.55, -1.30, -1.69)
H (0.38, -2.27, -0.43)

natural (NBO) atomic charge list, values in e, 6 entries: atom 1 (C): -0.630, atom 2 (C): -0.264, atom 3 (C): -0.075, atom 4 (N): -0.596, atom 5 (C): 0.729, atom 6 (O): -0.677